Formula: C3H5IrMgO3
Source: the OMol25 dataset
Level of theory: ωB97M-V/def2-TZVPD

```
13
Properties=species:S:1:pos:R:3:forces:R:3:lowdin_charge:R:1
O 1.7029 -1.3090 0.7949 -0.247 -0.032 -3.383 -0.05
C 1.7247 -1.2377 -0.5251 2.731 -1.449 3.711 -0.11
C 0.7037 -0.7506 -1.2586 -3.752 2.023 -0.344 0.02
O -0.4748 -0.4518 -0.5758 2.608 -1.140 0.426 -0.18
C -1.0380 0.8485 -0.7507 -2.304 2.925 1.471 -0.04
Mg 0.0124 -0.7040 1.5442 -0.510 0.678 0.479 0.91
H 2.6417 -1.5410 -1.0491 -0.233 0.057 0.319 0.16
H 0.7645 -0.4115 -2.2918 0.001 -0.270 0.153 0.17
H -2.0325 0.6985 -1.1943 0.560 0.219 -0.341 0.11
H -0.3607 1.5100 -1.3113 -0.419 -0.397 0.038 0.11
Ir -1.4686 1.2005 3.8992 -3.417 2.715 8.188 0.65
O -0.8508 0.7198 2.4086 3.659 -3.323 -8.286 -0.92
H -1.3247 1.4283 0.3098 1.325 -2.006 -2.431 0.15
```
Forces are in eV/Å.

Summary:
DFT total energy: -17604.7535 eV
⟨S²⟩: 8.77
2S+1: 6
HOMO energy (spin up / spin down): -0.3299 / -0.4251 hartree
net charge: +1
E_LUMO (spin up / spin down): -4.390 / -7.905 eV
energy above the lowest of the compared OMol25 structures with the same formula, charge and spin: 14.7 kcal per mole
maximum force: 0.188 Eh/bohr
HOMO-LUMO gap (spin up / spin down): 0.16857 / 0.13462 Eh

---

Formula: H80O40
Source: the OMol25 dataset
Level of theory: ωB97M-V/def2-TZVPD

```
120
Properties=species:S:1:pos:R:3:forces:R:3:lowdin_charge:R:1
H -1.0318 4.4662 -3.5349 -0.573 -0.111 -1.981 -0.01
H 0.3209 4.6073 -2.8687 -0.613 0.115 0.082 0.07
O -0.6455 4.6062 -2.7099 1.711 0.280 2.032 -0.02
H -3.4215 3.1445 2.9088 1.035 1.926 1.576 -0.02
H -3.6564 2.2127 2.0408 -1.315 -0.711 -0.549 0.00
O -4.2201 2.8390 2.5294 -0.129 -0.700 -1.162 -0.06
H 4.3877 1.4469 -2.1734 0.228 -0.218 -1.760 0.02
H 3.8990 1.6504 -0.8985 -0.020 0.023 1.363 0.02
O 4.7599 1.6801 -1.3360 -0.182 -0.605 0.357 -0.03
H 2.3132 -4.7014 -3.1199 -2.098 0.733 0.710 0.11
H 2.0401 -3.8842 -1.9297 0.084 0.484 0.605 0.01
O 1.5404 -4.1977 -2.6808 2.200 -1.447 -1.217 -0.06
H -1.4976 3.9814 1.6573 -0.044 -1.270 -0.340 0.04
H -1.8146 2.7434 0.7330 -0.133 0.461 -0.480 0.00
O -1.4041 2.9994 1.5678 0.101 0.754 0.562 -0.07
H 5.8632 -0.7182 1.5867 -0.856 0.237 0.589 0.08
O 5.2240 -0.1018 1.1711 2.804 -0.279 -1.908 -0.10
H 4.1473 -2.2092 0.1798 -0.080 -0.081 0.219 0.01
O 5.0350 -2.4971 -0.0598 -0.232 -0.539 -0.316 -0.05
H 2.8471 1.0798 1.3074 1.037 -1.094 2.087 0.01
H 2.0512 0.5272 0.0531 0.313 -1.187 0.917 0.02
O 2.4687 1.2704 0.4949 -0.996 2.777 -2.977 -0.02
H 3.7205 -4.9261 2.4396 0.027 1.569 1.388 0.06
H 3.7931 -3.5704 3.3848 0.158 -0.404 -0.707 0.02
O 3.3802 -4.4386 3.2427 -0.227 -0.958 -0.856 -0.08
H 0.5681 2.0971 5.1782 1.296 0.592 0.329 0.01
H 0.3337 3.5144 4.9009 0.549 0.321 0.421 0.03
O 1.0670 2.9576 5.2269 -1.723 -1.011 -0.360 -0.10
H -1.6234 1.5375 6.3183 -0.139 0.562 -0.738 0.08
H -2.7838 2.3028 5.7527 -3.137 0.699 0.537 0.00
O -1.9016 2.1394 5.5939 3.179 -1.305 0.037 -0.01
H 1.6984 5.7755 -0.1750 0.327 -0.837 -0.386 0.06
O 1.2031 5.1149 -0.7039 -1.369 2.117 0.720 -0.08
H -1.6641 2.0956 -1.6251 1.325 -0.233 -0.745 -0.03
H -2.5612 1.1143 -0.9157 0.072 -1.964 -0.032 0.03
O -2.4579 2.0057 -1.1541 -2.216 2.159 1.480 -0.01
H 4.5254 1.0746 -4.6884 -0.343 0.206 -0.597 0.02
H 3.2037 1.6724 -5.1830 0.359 -0.177 0.022 0.02
O 4.0135 1.2406 -5.5000 0.235 0.012 0.303 -0.07
H 1.2550 1.9164 -0.8463 1.964 -0.223 2.393 -0.02
H 0.3436 2.9874 -1.3421 0.464 -1.140 -0.326 0.08
O 0.6420 2.0490 -1.5141 -2.129 2.377 -1.299 -0.03
H -1.9027 -0.4536 -5.5901 -0.223 -0.263 -0.589 0.02
H -1.2735 -0.3124 -4.2679 -0.603 -0.738 0.227 0.00
O -1.7650 -0.9880 -4.8073 0.675 0.748 0.179 -0.09
H -1.9058 -2.6584 2.9811 0.267 0.737 -0.462 0.03
H -1.4882 -3.9362 2.2244 0.731 -0.035 -1.938 -0.03
O -1.9071 -3.6040 2.9782 -1.359 -0.525 2.530 0.00
H -6.2442 -3.0048 -0.8814 -2.100 1.824 -0.592 0.00
H -4.9581 -3.4642 -1.2357 -0.730 -0.561 0.558 0.05
O -5.6741 -3.6614 -0.5836 2.227 -1.780 -0.501 -0.05
H -3.2984 6.1522 0.8558 -0.808 -0.115 -0.437 0.03
O -2.8053 5.9217 1.6357 -0.698 -0.078 0.884 -0.03
H -1.4920 -2.3149 -0.6991 1.260 1.607 0.170 0.04
H -0.2571 -2.9807 -0.8848 0.859 0.797 -0.072 0.02
O -0.4492 -2.0411 -0.6774 -0.844 -1.564 -0.375 -0.12
H -5.0511 -2.5190 1.3980 0.183 -0.146 0.193 0.02
O -4.6225 -1.6632 1.5818 1.458 -1.136 -1.168 -0.03
H 4.6259 3.3726 -1.1537 -0.308 -0.220 0.237 -0.03
H 3.4096 4.1387 -0.4433 0.171 -0.538 -0.196 0.00
O 4.2370 4.2246 -0.9257 0.039 1.416 0.055 -0.07
H 1.8696 -1.9747 -3.7608 0.523 -1.747 -0.310 -0.04
H 0.2505 -2.1783 -4.2461 2.398 0.887 0.814 0.10
O 1.0158 -1.6164 -3.8754 -3.165 1.131 -0.564 -0.07
H -0.3582 -5.4463 -0.6295 -1.322 -0.960 0.292 0.05
H -1.2373 -6.7587 -0.6118 0.125 0.275 -0.101 0.06
O -1.2729 -5.8070 -0.4491 1.296 0.814 -0.197 -0.06
H 1.4550 3.7240 3.4589 -2.623 0.603 -0.636 0.07
H 1.7600 4.9919 3.2024 -1.830 0.895 -0.561 0.07
O 0.8776 4.5173 3.1105 4.420 -1.143 0.838 -0.14
H 1.6076 1.1720 -2.7751 -0.218 0.262 -0.123 0.00
H 2.2221 0.2347 -3.8213 -0.458 -0.615 -0.452 0.01
O 2.2503 1.1269 -3.4929 0.597 0.399 0.484 -0.04
H 2.0869 -5.3010 1.1551 -0.453 -0.198 0.677 0.01
H 1.7849 -4.3756 -0.0034 -0.634 0.203 0.120 -0.03
O 2.4055 -5.0141 0.3149 1.869 -0.699 -1.220 -0.03
H -2.1475 -3.8954 -1.0005 0.185 -2.005 0.264 0.03
H -3.3561 -3.0748 -0.5816 -1.194 -0.043 1.318 0.02
O -2.5909 -3.0780 -1.1189 0.248 1.046 -1.326 0.06
H -2.8092 2.3248 -4.6592 -1.241 -1.250 -0.458 0.05
H -2.0495 3.4225 -4.2568 0.365 0.526 0.116 0.02
O -1.9252 2.4851 -4.3794 0.521 0.625 0.021 0.00
H -2.4874 1.0178 3.6627 0.738 0.246 1.301 0.01
H -3.1319 -0.3708 3.3219 0.168 -0.655 0.434 0.03
O -3.0254 0.5321 3.0612 -0.538 0.026 -1.620 -0.03
H -3.5347 4.3112 -0.1307 -0.656 -0.130 1.945 0.03
H -3.1188 4.1749 -1.4104 1.231 0.116 -0.508 0.05
O -2.7503 4.5579 -0.5959 -0.635 0.248 -1.548 -0.07
H -5.1859 -0.6690 -1.8646 -0.495 1.641 0.193 0.04
O -4.8540 -1.3543 -1.3282 1.028 -2.238 -0.764 -0.03
H 0.2485 -4.5198 1.9491 -0.025 -0.788 0.856 0.05
H 1.2061 -3.3885 1.5458 -2.008 -0.904 -0.396 0.09
O 0.3548 -3.8750 1.2654 1.612 1.897 0.186 -0.08
H -1.9705 6.2361 1.3499 1.681 0.443 0.011 0.02
H 5.7497 -0.0541 0.2986 -1.675 1.113 1.560 0.09
H -5.2484 -1.0870 1.9417 -1.597 1.435 0.874 0.03
H 5.4470 -1.6624 -0.2739 0.109 -0.131 -0.271 0.00
H 0.3376 5.6240 -0.6932 0.950 -1.384 -0.393 0.07
H -4.8014 -1.3753 -0.3736 -0.431 1.387 0.627 0.01
O 0.8095 0.2555 4.5534 0.011 0.024 1.234 -0.03
H 1.1566 -0.5985 4.3725 0.602 -1.782 0.869 0.02
H 0.8964 0.5195 3.6587 -0.663 1.430 -1.462 -0.02
O 1.7717 -1.1381 0.5459 -3.956 -3.006 -1.181 -0.17
H 0.9751 -1.6964 -0.0255 2.017 1.898 1.032 0.11
H 1.0882 -0.9680 1.2459 0.656 0.629 -0.236 0.04
O 3.3588 -1.3301 2.7020 -1.875 -1.766 -0.059 -0.08
H 3.7606 -0.5605 2.3059 0.153 0.040 -0.576 -0.02
H 2.6995 -1.7313 2.0321 1.926 1.451 1.183 0.04
O -1.0540 0.5408 -2.7305 -1.314 1.721 -1.748 -0.07
H -0.5925 1.4114 -2.7821 0.018 -1.838 -0.010 0.04
H -0.5517 -0.1329 -2.3378 1.669 -1.162 1.070 0.01
O -0.2078 0.5243 2.1260 0.087 -0.109 -0.708 -0.06
H 0.3981 1.1710 1.7313 -0.548 0.196 -0.145 0.04
H -1.1128 0.8809 1.9994 0.706 -0.127 0.213 0.03
O -4.3727 -4.2756 1.5234 -0.359 2.002 -2.768 -0.03
H -4.1590 -4.2670 2.4108 0.967 -1.086 2.697 0.01
H -4.5819 -5.0554 1.0445 -0.311 -1.194 0.370 0.05
O 4.0958 -2.2835 -4.4065 1.352 3.325 0.270 -0.01
H 3.7827 -1.5917 -3.7729 0.416 -1.232 -0.767 0.05
H 3.6254 -3.0648 -4.3164 -1.535 -2.081 0.542 -0.02
```
Forces are in eV/Å.

Summary:
DFT total energy: -83194.8476 eV
2S+1: 1
HOMO energy: -0.3865 hartree
E_LUMO: -0.457 eV
energy above the lowest of the compared OMol25 structures with the same formula, charge and spin: 252.9 kcal per mole
maximum force: 0.099 Eh/bohr
HOMO-LUMO gap: 0.36969 Eh

---

Formula: C5H8O4
Source: the OMol25 dataset
Level of theory: ωB97M-V/def2-TZVPD

```
17
Properties=species:S:1:pos:R:3:forces:R:3:lowdin_charge:R:1
C 0.3868 1.1551 1.2671 0.124 0.020 0.096 -0.07
C 0.3171 -0.0060 0.2713 -1.581 -0.254 1.805 -0.32
C 0.9893 -1.2747 0.7910 -0.010 -0.128 0.083 -0.07
C -1.3510 -0.4060 0.1911 3.658 0.767 2.906 -0.45
O -1.9485 -0.5155 1.2298 0.017 -0.013 -1.643 0.14
O -1.7400 -0.7105 -1.0147 1.463 0.957 -2.468 0.16
C -0.6927 -0.1118 -1.9247 -2.765 -1.257 -2.468 -0.50
O -0.2210 -0.7603 -2.8195 -0.214 0.673 2.029 0.18
O -0.7974 1.2302 -1.9077 -0.065 -0.533 -0.105 0.14
H 1.4211 1.4942 1.3792 -0.067 -0.043 0.019 0.08
H -0.2111 2.0034 0.9218 0.091 -0.069 0.013 0.08
H 0.0146 0.8590 2.2509 -0.005 -0.029 -0.149 0.08
H 0.9257 0.3255 -0.5743 -0.793 -0.213 -0.511 0.12
H 2.0611 -1.1074 0.9335 -0.087 0.007 -0.023 0.08
H 0.5643 -1.5848 1.7491 -0.010 0.050 -0.103 0.09
H 0.8664 -2.0943 0.0765 0.073 0.021 0.082 0.09
H -0.5847 1.5039 -2.8204 0.170 0.044 0.437 0.16
```
Forces are in eV/Å.

Summary:
DFT total energy: -13503.8309 eV
2S+1: 1
HOMO energy: -0.3798 hartree
E_LUMO: 0.205 eV
energy above the lowest of the compared OMol25 structures with the same formula, charge and spin: 28.9 kcal per mole
maximum force: 0.092 Eh/bohr
HOMO-LUMO gap: 0.38736 Eh